{
  "formula": "C26H76N4O10",
  "method": "ωB97M-V with the def2-TZVPD basis set",
  "symbols": ["C", "C", "C", "O", "H", "H", "H", "H", "H", "H", "H", "H", "C", "C", "C", "O", "H", "H", "H", "H", "H", "H", "H", "H", "C", "C", "C", "O", "C", "N", "H", "H", "H", "H", "H", "H", "H", "H", "H", "H", "H", "C", "C", "C", "O", "C", "N", "H", "H", "H", "H", "H", "H", "H", "H", "H", "H", "H", "C", "C", "C", "O", "C", "N", "H", "H", "H", "H", "H", "H", "H", "H", "H", "H", "H", "C", "C", "C", "O", "C", "N", "H", "H", "H", "H", "H", "H", "H", "H", "H", "H", "H", "C", "O", "H", "H", "H", "H", "C", "O", "H", "H", "H", "H", "C", "O", "H", "H", "H", "H", "C", "O", "H", "H", "H", "H"],
  "coordinates": [[-3.3233, -21.5898, -2.9316], [-2.1798, -22.5943, -2.7600], [-1.3978, -22.6680, -4.0770], [-1.3733, -22.1168, -1.6596], [-3.0120, -20.5315, -3.1629], [-3.9157, -21.5912, -1.9730], [-3.8924, -21.8146, -3.8068], [-2.4621, -23.5850, -2.4107], [-0.9697, -21.7309, -4.2801], [-2.0082, -23.0547, -4.8852], [-0.5596, -23.4146, -3.9738], [-0.4335, -22.1608, -1.8564], [-0.2534, -18.7430, -7.0883], [0.4229, -20.0583, -6.8480], [-0.3739, -21.3153, -7.1062], [1.6798, -20.0496, -7.6125], [-0.3359, -18.5267, -8.1809], [0.4131, -17.9630, -6.7042], [-1.2643, -18.7040, -6.6859], [0.7233, -20.1929, -5.7682], [-1.3110, -21.1691, -6.5310], [0.0995, -22.1565, -6.5916], [-0.5654, -21.5171, -8.1302], [1.3760, -19.8097, -8.5062], [3.6948, -25.5430, -1.4139], [2.6781, -24.4097, -1.1327], [1.3044, -24.8152, -0.7547], [0.5017, -24.9380, -1.9456], [-0.7358, -25.5895, -1.6618], [3.1996, -23.5521, -0.0669], [3.3740, -26.1312, -2.3380], [3.7036, -26.2135, -0.5432], [4.7259, -25.1446, -1.4566], [2.5376, -23.9766, -2.1051], [0.8619, -24.0530, -0.1666], [1.2557, -25.8084, -0.2766], [-0.6582, -26.6981, -1.5568], [-1.3789, -25.3141, -2.4831], [-1.1682, -25.1372, -0.7713], [2.6509, -22.6749, -0.0781], [4.1348, -23.2685, -0.3046], [0.2128, -17.2199, 0.7705], [-1.0740, -17.9471, 1.2737], [-1.8254, -18.8219, 0.2077], [-2.3059, -18.1078, -0.9080], [-3.6101, -18.3854, -1.2468], [-0.7482, -18.7774, 2.4460], [0.7762, -16.7675, 1.6028], [-0.0394, -16.4546, 0.0457], [0.9181, -17.9082, 0.2789], [-1.7878, -17.0546, 1.5696], [-2.6707, -19.2948, 0.7397], [-1.1843, -19.6574, -0.0915], [-4.2675, -17.7466, -0.6804], [-3.8709, -19.3953, -1.0638], [-3.7734, -18.1296, -2.2949], [-0.4598, -19.6806, 2.0470], [-1.6191, -19.0185, 2.9254], [5.5823, -19.9615, -6.6312], [4.8835, -18.8635, -5.8335], [4.4026, -17.6726, -6.7041], [3.8915, -16.7067, -5.8171], [3.6590, -15.5153, -6.5423], [3.7053, -19.4054, -5.0670], [4.9111, -20.1531, -7.4445], [5.7146, -20.7568, -5.9602], [6.5430, -19.6178, -7.0931], [5.4531, -18.3014, -5.0511], [3.6546, -17.9818, -7.4362], [5.2277, -17.2624, -7.3711], [4.6004, -15.0577, -6.8443], [3.1380, -14.8035, -5.8854], [3.0410, -15.6870, -7.3968], [3.4585, -18.6893, -4.4226], [2.8849, -19.5387, -5.6525], [4.6035, -16.9833, 0.1237], [5.3828, -18.2678, 0.1167], [4.4414, -19.4072, 0.0849], [5.0267, -20.6896, 0.1465], [5.6109, -20.9103, 1.3764], [6.4040, -18.3234, -0.9587], [3.5647, -17.1234, 0.3824], [4.6100, -16.5218, -0.8422], [4.9542, -16.2205, 0.8174], [5.8943, -18.1620, 1.1212], [3.9269, -19.3004, -0.8701], [3.6816, -19.2809, 0.9059], [6.5070, -20.2719, 1.4514], [5.8649, -21.9385, 1.4694], [4.9929, -20.7163, 2.2234], [6.0928, -18.9268, -1.7269], [7.3411, -18.7073, -0.5857], [1.1898, -20.2555, -1.3837], [1.2248, -21.6656, -1.6423], [0.1405, -19.8887, -1.4301], [1.5538, -20.0977, -0.3725], [1.6436, -19.6039, -2.1723], [1.8690, -21.7624, -2.3968], [2.8594, -22.7653, -4.8934], [3.0290, -21.8214, -3.8195], [1.9970, -22.4123, -5.5024], [3.8086, -22.8719, -5.4353], [2.6233, -23.7152, -4.5381], [3.3585, -20.9387, -4.1880], [-1.8210, -23.2303, 1.6815], [-1.7633, -21.9658, 1.1334], [-2.3292, -23.1614, 2.6739], [-2.3174, -23.9834, 0.9781], [-0.8793, -23.6439, 1.9883], [-1.7334, -21.9727, 0.1415], [0.8359, -16.8689, -2.8265], [1.4927, -17.3977, -4.0001], [0.7164, -15.7779, -2.8718], [-0.1513, -17.3645, -2.7138], [1.3908, -17.1573, -1.9421], [2.1318, -16.7206, -4.2778]],
  "forces_ev_per_a": [[0.03, 0.51, 1.30], [0.72, 1.23, -0.06], [0.69, -2.56, 1.39], [-0.99, 0.14, -0.23], [0.38, -1.07, 0.66], [0.20, 0.16, -1.20], [-0.92, -0.66, -0.31], [-0.80, -0.03, -0.52], [0.44, 1.36, -0.50], [-0.27, 0.28, -0.17], [-0.58, 0.71, -0.01], [0.84, -0.09, -0.08], [0.10, 0.54, -0.81], [1.46, -0.82, 0.64], [-0.59, 0.40, 1.75], [-1.00, 0.00, 0.13], [-0.06, -0.38, 0.53], [-0.48, 0.04, 0.24], [0.12, 0.19, 0.26], [-0.04, 0.72, -0.90], [0.13, -0.21, -0.65], [0.11, -0.04, -0.52], [-0.24, -0.21, -0.96], [0.49, -0.17, 0.31], [-0.81, -0.62, 0.17], [1.50, -0.52, -0.14], [-0.89, -1.87, -1.03], [-0.07, -0.53, 0.13], [0.63, 0.38, -0.14], [-0.66, 0.67, -0.33], [0.72, 0.80, 1.16], [-0.05, -0.11, -0.24], [-0.55, -0.12, -0.53], [0.11, 1.14, -0.52], [-0.49, 0.68, 0.99], [0.21, 0.40, 0.41], [0.10, 0.72, -0.03], [-0.29, -0.37, -0.35], [-0.16, -0.20, 0.33], [0.38, -0.63, 0.09], [0.39, 0.15, -0.04], [-0.11, -0.81, 0.14], [-0.79, 1.91, -0.24], [-0.03, 0.26, 1.27], [1.79, 0.30, 0.02], [-0.66, 1.00, -0.54], [-0.44, -0.36, -0.57], [-0.49, -0.12, -0.16], [-0.09, 0.17, -0.13], [-0.25, -0.04, 0.11], [1.12, -1.87, -0.28], [0.20, 0.19, -0.08], [0.04, 0.15, -0.11], [-0.61, 0.26, 0.43], [-0.30, -1.16, 0.03], [0.11, -0.18, -0.08], [0.12, 0.20, 0.40], [0.25, 0.15, -0.07], [0.42, 2.52, -0.33], [-0.99, 1.45, 0.43], [1.16, -0.83, -0.56], [0.00, 0.45, -0.59], [0.01, 0.72, 1.27], [0.99, -0.44, -0.65], [-0.35, -0.81, -0.46], [0.33, -1.44, 0.45], [-0.69, -0.29, 0.62], [0.29, -1.06, -0.54], [-0.47, -0.21, 0.12], [-0.44, -0.21, 1.06], [0.14, 0.01, -0.16], [0.15, -0.24, -0.12], [-0.46, -0.21, -0.76], [-0.52, 0.55, 0.64], [0.18, 0.14, -0.39], [-0.67, 1.04, -0.29], [2.11, 1.00, 1.64], [-1.11, -0.49, 0.39], [-1.01, 0.21, -0.81], [1.45, 0.50, 0.15], [1.58, -0.64, 1.01], [-0.49, -0.25, 0.13], [0.02, 0.24, -0.76], [0.35, -0.15, 0.04], [-0.02, -0.90, -1.08], [-0.29, -0.46, -0.14], [0.51, -0.21, -0.59], [0.01, -0.39, 0.34], [0.48, -0.90, -0.22], [-0.94, 0.53, 0.62], [0.23, 0.14, 0.48], [-2.24, 0.67, -0.93], [-1.31, 0.47, -0.55], [0.96, 0.77, -1.12], [0.44, -0.50, 0.21], [0.31, 0.40, -0.06], [0.43, -0.83, 0.68], [-0.41, -0.32, 0.44], [0.13, 2.51, -0.46], [0.11, 0.14, -0.02], [0.82, -0.38, -0.19], [-0.40, 0.23, -0.33], [-0.49, -1.51, 1.10], [-0.15, -0.99, 0.10], [-1.33, -1.40, 0.30], [0.13, 1.24, -1.06], [-0.32, -0.13, -0.90], [0.38, 0.86, 1.11], [1.07, -0.17, -0.36], [0.16, -0.38, 0.83], [-0.48, -0.72, -0.27], [-0.09, 0.79, 0.33], [-0.03, -0.30, 0.01], [0.46, 0.43, -0.30], [0.29, 0.21, 0.29], [-0.10, -0.53, -0.11]],
  "mulliken_charge": [-1.49, 0.83, -1.33, 0.31, 0.15, 0.30, 0.53, 0.08, 0.16, 0.73, 0.22, -0.04, -1.31, 1.61, -1.42, -0.52, 0.37, 0.28, 0.36, -0.58, 0.27, 0.16, 0.48, 0.36, -1.67, 1.61, -0.51, -0.18, -0.91, -0.72, 0.30, 0.40, 0.44, -0.71, 0.10, 0.45, 0.31, 0.23, 0.30, 0.04, 0.24, -0.89, 0.06, 0.78, -0.24, -0.88, -0.75, 0.44, 0.39, -0.28, 0.24, 0.49, -0.74, 0.31, 0.35, 0.22, 0.23, 0.35, -1.62, 0.20, -0.65, -0.17, -0.96, -0.12, 0.32, 0.39, 0.39, 0.38, 0.26, 0.41, 0.35, 0.26, 0.40, 0.07, -0.15, -1.44, 0.63, -0.38, -0.18, -1.03, -0.68, 0.18, 0.38, 0.30, 0.42, -0.16, 0.36, 0.31, 0.29, 0.42, 0.31, 0.29, 0.63, -0.23, -0.64, 0.05, -0.11, 0.19, -0.53, -0.26, -0.12, 0.24, 0.42, 0.39, -0.73, -0.48, 0.28, 0.20, 0.29, 0.25, -0.47, -0.22, 0.38, 0.21, 0.01, 0.14],
  "multiplicity": 1,
  "smiles": "COC[C@H](C)N.COC[C@H](C)N.COC[C@H](C)N.COC[C@H](C)N.CC(C)O.CC(C)O.CO.CO.CO.CO",
  "de_lowest_kcal_mol": 1.6,
  "mol_weight_g_mol": 604.912
}